{"formula": "C4H9NO", "method": "ωB97M-V/def2-TZVPD", "smiles": "CC/N=C/OC", "charge": 0, "elements": ["H", "O", "H", "H", "C", "C", "C", "N", "H", "H", "H", "H", "C", "H", "H"], "coordinates": [[-0.65369, -1.32806, -0.72303], [1.66650, 1.31532, -0.53930], [-0.25499, 1.84656, -0.51871], [3.46494, 0.42513, -0.78846], [-1.04562, -0.45594, -0.19361], [2.61338, 0.33702, -0.11694], [-2.33718, -0.79083, 0.55014], [0.05553, 0.08706, 0.58389], [-2.96688, 0.09357, 0.66553], [-1.00932, 0.24840, -1.09950], [-2.12521, -1.16960, 1.56139], [2.18438, -0.66886, -0.15127], [0.42339, 1.06129, -0.16204], [2.89845, 0.55699, 0.91113], [-2.91370, -1.55804, 0.02078]], "forces_ev_per_a": [[0.0, -0.4, 0.4], [0.2, 0.4, 0.4], [0.1, -0.3, -0.5], [0.0, 0.1, 0.1], [-0.4, 0.2, -0.9], [0.4, -0.1, 0.1], [0.0, 0.2, -0.1], [0.8, 0.0, -0.7], [0.0, 0.0, 0.0], [-2.0, -0.9, 0.6], [0.2, 0.1, -0.4], [0.0, 0.2, 0.0], [0.5, 0.5, 1.0], [0.1, -0.1, 0.0], [0.1, 0.2, 0.0]], "mulliken_charge": [0.2551, -0.3287, 0.5373, 0.2235, -0.1417, -0.6073, -1.1384, -0.5879, 0.2587, 0.3203, 0.3022, 0.3005, 0.0151, 0.2658, 0.3256]}

{"formula": "C9H16BrN3Ru", "method": "ωB97M-V/def2-TZVPD", "charge": 4, "multiplicity": 5, "elements": ["Ru", "C", "N", "H", "C", "Br", "H", "H", "H", "C", "H", "H", "C", "H", "C", "H", "H", "H", "H", "H", "N", "H", "H", "C", "H", "C", "C", "C", "H", "N"], "coordinates": [[-0.00201, 0.40810, -0.45535], [-0.90540, 0.73902, 2.40517], [1.82705, -0.54931, -1.20268], [5.77759, 0.11730, -1.70002], [3.13620, -0.39811, -1.02686], [-0.46071, -1.43852, -2.25129], [0.66414, 1.88810, 1.62310], [-1.69670, 2.74178, 2.13801], [-2.82705, 1.56364, 2.74041], [2.24896, -2.26769, -2.90968], [-2.06631, 1.68096, -1.37192], [1.08643, 0.33666, 1.89792], [3.60745, -2.12738, -2.72278], [-2.95181, 0.42375, 0.50621], [4.10893, -1.17402, -1.77864], [6.17716, -1.58782, -2.16307], [5.77160, -1.04866, -0.47961], [1.83628, -2.97171, -3.62725], [-1.20826, -0.31022, 2.33262], [-3.44205, 2.11963, 0.43970], [-1.58016, 1.73180, -0.46656], [4.31160, -2.72861, -3.29319], [3.48227, 0.33368, -0.30295], [1.42649, -1.45642, -2.13812], [-0.57026, 0.91039, 3.43256], [5.52128, -0.96165, -1.56377], [-2.60050, 1.45046, 0.64491], [-2.01456, 1.70012, 2.01906], [-1.26274, 2.70684, -0.38471], [0.32710, 0.92038, 1.52569]], "forces_ev_per_a": [[0.1, 0.1, 0.2], [-0.1, 0.0, 0.0], [0.1, -0.1, 0.0], [0.0, 0.0, 0.0], [-0.1, 0.1, 0.1], [-0.1, 0.0, -0.1], [0.0, 0.0, 0.0], [0.0, 0.0, 0.0], [0.0, 0.0, 0.0], [0.0, 0.0, 0.0], [0.0, 0.0, 0.0], [0.0, 0.0, 0.0], [0.0, 0.0, 0.0], [0.0, 0.0, 0.0], [0.2, -0.1, -0.1], [0.0, 0.0, 0.0], [0.0, 0.0, 0.0], [0.0, 0.0, 0.0], [0.0, 0.0, 0.0], [0.0, 0.0, 0.0], [-0.1, -0.1, 0.0], [0.0, 0.0, 0.0], [0.0, 0.0, 0.0], [0.0, 0.0, 0.1], [0.0, 0.0, 0.0], [-0.1, 0.0, 0.0], [0.0, 0.0, -0.1], [0.0, -0.1, 0.0], [0.0, 0.0, 0.0], [0.1, 0.1, -0.1]], "mulliken_charge": [0.9890, -0.5873, -0.2679, 0.4305, -0.2073, 0.1089, 0.3844, 0.3227, 0.3814, -0.5456, 0.3977, 0.3830, -0.2400, 0.3957, 0.5489, 0.4158, 0.4244, 0.4875, 0.4053, 0.4190, -0.5263, 0.5071, 0.5498, 0.9016, 0.4261, -1.2107, -0.5639, -0.4980, 0.3837, -0.6154]}

{"formula": "C4H4O2", "method": "ωB97M-V/def2-TZVPD", "smiles": "O=C[C@@H]1CC1=O", "charge": 0, "elements": ["O", "H", "H", "H", "O", "C", "C", "C", "H", "C"], "coordinates": [[1.16118, 0.97783, 1.12093], [1.84877, 1.30373, -0.75445], [-2.04990, -0.88294, -0.63477], [0.12863, -0.01027, -1.77489], [0.62720, -1.28803, 1.45574], [0.95686, 0.93809, -0.05913], [-0.04123, -1.03069, 0.52240], [-1.23759, -0.36164, -0.00092], [-1.52636, 0.38275, 0.80107], [0.13244, -0.02883, -0.67598]], "forces_ev_per_a": [[-0.4, 2.0, 1.1], [-1.7, 0.1, 0.7], [1.7, 1.0, 1.2], [0.2, -0.7, 0.6], [-0.7, -1.5, -0.3], [4.6, 0.6, -1.1], [-0.6, 0.1, -1.1], [-0.9, -0.5, 1.3], [-0.3, -0.7, -1.2], [-1.9, -0.5, -1.2]], "mulliken_charge": [-0.4733, 0.2487, 0.2846, 0.3928, -0.4058, 0.0547, 0.5737, -0.5332, 0.2313, -0.3734]}

{"formula": "C16H42N3O4", "method": "ωB97M-V/def2-TZVPD", "charge": -1, "elements": ["H", "O", "H", "H", "H", "H", "H", "H", "H", "H", "C", "H", "N", "H", "H", "H", "N", "H", "H", "C", "H", "H", "H", "C", "H", "H", "N", "H", "H", "H", "H", "C", "C", "H", "O", "C", "H", "C", "C", "C", "H", "C", "H", "H", "H", "C", "H", "C", "C", "H", "H", "H", "C", "H", "H", "H", "O", "H", "H", "H", "C", "H", "C", "O", "H"], "coordinates": [[1.42557, 3.50328, 4.66174], [1.31641, 4.23872, 2.78166], [0.73298, -5.59627, -6.63246], [-0.25273, -2.39042, -1.84520], [-0.49155, 5.63141, 3.62670], [-1.24382, -5.66011, -7.65698], [1.07775, -3.79627, 1.21707], [-4.26123, 2.11076, 4.60831], [-2.57736, -6.51043, -6.85155], [-0.75289, 4.83001, 4.99488], [1.72037, -3.92932, 0.34292], [1.90710, -3.31190, -1.68157], [-0.33292, 5.68855, 4.63764], [2.95110, -1.50366, -0.20532], [-5.59837, 2.88722, 3.41885], [0.28365, -3.21708, -7.20111], [-0.38503, -3.78586, -3.92080], [1.41591, 7.29177, 3.45862], [-3.66707, 2.23457, 1.22072], [1.74009, 6.95967, 4.44828], [2.83347, 6.90067, 4.44850], [1.96636, 4.53749, 0.86838], [-2.37346, -4.78373, -6.57026], [1.39528, -2.94929, -0.78177], [1.84643, -0.95575, -1.45517], [-1.22475, -2.97979, -6.30070], [-0.05293, -2.97653, -1.03424], [1.51774, 6.00562, 1.73182], [1.09672, -0.14984, 2.35797], [-3.70650, 0.36696, 0.84704], [-1.93818, 1.43761, 3.43990], [-4.59892, 2.27911, 3.49118], [1.89807, -1.51227, -0.51174], [-1.65751, -0.02613, 2.26719], [-4.63798, 1.02062, 2.72879], [1.74877, 4.40902, 4.13484], [0.02843, 2.11296, 1.76201], [1.38360, -1.03151, 1.77780], [-1.07009, 1.97711, 1.34662], [0.28191, -5.46450, -5.64150], [0.87735, -6.07043, -4.94815], [-1.83362, -5.71682, -6.73633], [1.41592, -3.76498, -4.98353], [3.06503, 5.17522, 2.10785], [0.01111, -4.39198, -3.20192], [0.35972, -3.99355, -5.17140], [1.58016, -4.96139, 0.00049], [-3.56166, 1.15338, 1.71415], [2.01243, 5.03946, 1.83902], [1.30147, 5.49984, 5.92853], [-0.50485, -2.47891, -0.26056], [-1.09491, 1.51877, 0.26661], [1.11997, 5.62480, 4.85404], [2.84377, 4.42662, 4.19403], [-1.50957, 3.07549, 1.25167], [-1.32685, -4.16445, -4.06249], [1.09456, -0.77271, 0.41263], [1.45040, 7.74466, 5.15677], [2.76188, -3.82595, 0.66469], [2.44802, -1.22445, 1.94652], [-2.04239, 1.07965, 2.32658], [0.17495, -1.97786, -5.94438], [-0.13520, -2.99425, -6.21425], [-1.03430, -6.02421, -5.60460], [0.78223, -1.86844, 2.13497]], "forces_ev_per_a": [[-0.1, 0.1, -0.2], [0.7, 0.2, 0.4], [-0.1, 0.1, -0.1], [0.0, -0.3, 0.0], [-0.1, 0.1, 0.3], [0.0, 0.1, 0.1], [0.0, 0.1, -0.1], [-1.0, -0.1, -1.9], [0.1, 0.0, 0.1], [-0.1, 0.2, 0.0], [0.1, -0.3, 0.0], [0.0, 0.2, 0.0], [0.3, -0.3, -0.1], [0.0, -0.1, 0.2], [1.4, -1.5, 0.2], [-0.1, 0.0, 0.1], [0.1, -0.5, -0.3], [0.0, -0.1, 0.1], [0.2, -2.2, 1.1], [0.1, 0.3, 0.2], [-0.1, 0.0, 0.0], [0.0, -0.1, 0.2], [0.0, 0.1, -0.2], [-0.3, 0.2, 0.4], [-0.1, 0.0, 0.1], [0.1, -0.1, 0.1], [0.1, 0.4, 0.1], [0.2, 0.2, 0.0], [0.0, -0.1, -0.2], [0.3, 1.0, 1.7], [-0.6, -0.5, -2.3], [-0.3, 1.1, 1.5], [-0.4, 0.2, -0.1], [-0.7, 1.8, 0.2], [1.9, 0.8, -1.4], [-0.4, -0.2, 0.0], [-2.1, -0.5, -1.0], [-0.4, 0.3, 0.0], [-0.5, 0.6, 0.2], [0.0, 0.0, 0.4], [-0.2, 0.0, 0.0], [-0.2, -0.2, 0.3], [-0.1, -0.1, 0.0], [0.0, 0.1, 0.1], [-0.1, 0.3, 0.1], [-0.5, -0.1, -0.1], [0.0, 0.2, 0.0], [-0.1, 1.0, 0.0], [-0.4, -0.2, -0.1], [0.0, -0.1, -0.1], [0.1, -0.2, -0.1], [0.3, 0.8, 2.0], [-0.2, 0.0, -0.5], [0.1, 0.1, -0.1], [0.8, -2.3, 0.3], [0.3, 0.2, 0.1], [0.7, -0.4, -0.3], [0.0, -0.2, -0.1], [-0.1, 0.0, 0.0], [0.0, -0.1, -0.1], [0.6, -0.1, -0.7], [-0.1, -0.2, 0.0], [0.1, 0.3, -0.1], [0.5, 0.1, -0.4], [0.1, -0.1, 0.2]], "mulliken_charge": [0.3240, -0.1505, 0.4617, 0.2553, 0.3400, 0.2898, 0.2763, -0.0255, 0.2572, 0.2996, -1.5958, 0.3025, -0.7758, 0.4579, 0.0772, 0.3583, -0.5036, 0.2682, 0.2738, -1.3984, 0.3341, 0.2228, 0.2234, 0.7544, 0.2859, 0.2862, -0.6966, 0.2683, 0.2025, 0.3075, 0.1573, -0.4915, -1.0171, 0.0585, -0.5330, -0.7534, -0.0489, -0.7465, -0.7307, -0.7378, 0.3322, -0.6417, 0.3239, 0.3513, 0.2415, 0.4115, 0.3819, -0.5938, -0.8327, 0.3831, 0.3226, 0.2079, 0.3315, 0.4035, 0.3569, 0.2516, -0.1563, 0.3608, 0.3584, 0.3428, 0.0080, 0.3667, -1.5092, -0.3844, 0.2446]}

{"formula": "C29H32N5O2PS2Se2TeTi", "method": "ωB97M-V/def2-TZVPD", "charge": 2, "elements": ["C", "H", "C", "C", "H", "C", "H", "C", "H", "P", "H", "C", "C", "C", "N", "H", "H", "C", "Se", "H", "H", "H", "N", "H", "C", "H", "Te", "S", "C", "C", "H", "H", "Se", "Ti", "C", "O", "S", "C", "C", "H", "N", "H", "H", "H", "N", "H", "C", "C", "C", "O", "H", "H", "H", "C", "H", "H", "C", "C", "N", "C", "C", "C", "C", "H", "H", "C", "C", "C", "H", "H", "C", "H", "H", "H", "H"], "coordinates": [[-1.54307, 3.98243, -1.28240], [1.76872, -0.11313, 4.15903], [2.51482, -3.20695, 5.31172], [4.93792, 2.24082, 2.16543], [-3.21910, -5.08560, 0.63110], [-7.30235, 0.00214, -1.34858], [-2.15311, 3.09384, -1.11689], [0.02433, 5.54497, -0.45227], [1.52918, 4.15675, -1.04063], [2.27241, -0.77946, 1.43097], [2.93597, -3.61737, 1.97738], [-1.11821, 4.65549, 0.01743], [0.40547, 2.31421, -1.34756], [2.32533, -1.79815, 2.94715], [-0.69375, -1.09814, -2.37780], [-0.24359, 3.55040, -3.00213], [1.93237, -1.38229, 6.27032], [6.14639, 1.58193, 2.01333], [2.39151, -1.99079, -0.39472], [-1.19185, -0.91906, -4.36708], [3.09864, -4.87145, 4.09687], [-0.76542, 3.91915, 0.74194], [0.73623, 4.71037, -1.46971], [0.25447, -2.75303, 1.53602], [3.78208, 0.23180, 1.59641], [-1.91828, 5.22514, 0.47784], [-2.84251, 0.39264, -0.80185], [-5.89749, 0.75726, -1.95679], [-5.64513, -0.95294, -0.05803], [-2.01753, -1.40549, -2.00519], [-3.11922, -0.88960, -3.79178], [-3.99728, -1.90918, -2.68627], [0.42495, 0.40938, 1.43074], [0.36257, -0.53226, -0.91841], [-1.45025, -4.02179, 1.23507], [1.52259, 2.36849, -0.84884], [1.90236, 0.05034, -2.87532], [2.79656, -3.83560, 4.10934], [2.70367, -3.13390, 2.91956], [1.87139, 0.36193, -5.59595], [-0.83103, -2.15889, -0.11877], [-2.10312, 4.66880, -1.91858], [7.07019, 2.11554, 2.16795], [-5.23156, -1.58894, 0.70744], [0.93939, 0.07168, -5.34186], [-2.69869, -2.62943, -3.65177], [2.14115, -1.87155, 5.33249], [-3.00767, -1.73258, -3.10690], [-2.56088, -4.25580, 0.43358], [-0.29903, 1.26802, -1.44924], [-0.36928, 6.43841, -0.93934], [1.11019, 5.28356, -2.22885], [-1.23199, -4.64402, 2.08670], [4.99166, -0.44435, 1.45879], [2.79284, 2.07237, 2.07856], [-7.76946, -1.45446, 0.16366], [3.74524, 1.56997, 1.95840], [-0.19721, 3.63636, -1.91475], [-0.48464, -0.67705, -3.67118], [0.71138, -0.21765, -4.04868], [6.17413, 0.23991, 1.66584], [-0.62120, -2.96129, 0.92548], [-7.02106, -0.87875, -0.34961], [7.11678, -0.27332, 1.56462], [0.70581, 5.84290, 0.34132], [-2.80204, -3.41896, -0.64011], [-4.88928, -0.13611, -0.85531], [2.04971, -1.15914, 4.15162], [2.60059, -3.75712, 6.23599], [-8.25572, 0.25498, -1.76672], [-1.91682, -2.37084, -0.88581], [5.00292, -1.49362, 1.18586], [-3.65257, -3.58780, -1.27838], [0.34610, -0.28255, -6.07787], [4.92332, 3.27840, 2.45597]], "forces_ev_per_a": [[0.0, -0.1, 0.1], [0.0, 0.0, 0.1], [0.0, -0.1, -0.1], [0.0, 0.1, 0.0], [-0.1, -0.1, 0.1], [0.2, 0.1, -0.1], [0.1, 0.1, -0.2], [-0.4, 0.4, 0.7], [-0.3, 0.2, -0.2], [0.7, 0.1, 0.9], [0.0, 0.0, 0.0], [0.0, 0.1, -0.1], [0.6, 1.2, 0.1], [-0.2, 0.1, -0.5], [0.7, -0.4, -0.8], [0.2, 0.1, 0.1], [0.0, 0.1, 0.1], [-0.1, 0.0, 0.0], [-0.1, 0.5, 0.3], [0.3, 0.1, 0.3], [0.0, -0.1, 0.0], [0.0, 0.0, 0.0], [0.8, 0.0, -0.1], [-0.2, -0.1, -0.1], [-0.5, -0.3, -0.2], [0.0, 0.1, 0.1], [-1.5, -0.1, -0.4], [0.2, -0.4, 0.4], [0.4, 0.0, -0.1], [-1.5, 0.3, 0.1], [0.0, -0.1, 0.0], [0.1, 0.0, 0.0], [0.3, -0.3, 0.3], [1.8, -0.1, 0.3], [-0.2, 0.1, -0.1], [0.1, 0.3, -0.1], [-0.2, -0.6, 0.1], [0.0, -0.1, 0.1], [0.0, 0.1, -0.2], [-0.1, -0.1, 0.0], [-0.5, -0.3, -0.4], [0.0, 0.0, 0.0], [0.1, 0.1, 0.0], [0.1, 0.0, 0.1], [-0.2, -0.2, 0.0], [0.0, 0.0, 0.0], [0.0, 0.1, 0.0], [0.1, 0.0, 0.1], [0.3, 0.1, 0.1], [-0.4, 0.1, -0.2], [0.1, -0.1, -0.1], [-0.1, -0.2, 0.1], [0.1, 0.0, 0.1], [-0.1, 0.0, -0.1], [0.0, 0.0, 0.0], [-0.2, -0.1, 0.1], [-0.2, -0.1, -0.1], [-0.5, -1.0, -0.1], [-0.4, 0.1, -0.8], [0.0, 0.3, 0.2], [0.0, -0.1, 0.0], [0.3, -0.1, 0.4], [-0.2, 0.0, -0.1], [0.1, -0.1, 0.0], [0.1, 0.0, -0.1], [0.2, 0.4, -0.1], [0.4, 0.4, -0.1], [0.0, 0.0, -0.1], [0.0, 0.0, 0.1], [-0.3, 0.0, 0.0], [-0.1, -0.9, 0.2], [0.1, 0.0, 0.0], [-0.1, 0.1, -0.1], [0.1, 0.1, 0.0], [0.0, 0.2, 0.0]], "mulliken_charge": [-0.3474, 0.3897, -0.5225, -0.6860, 0.4978, -0.4724, -0.3079, -0.6574, 0.3244, 0.1650, 0.4317, -0.4781, 0.5068, 0.8745, 0.5720, 0.3394, 0.4445, -0.5167, -0.3100, 0.1967, 0.4541, 0.1125, 0.0802, 0.0250, 0.9335, 0.5017, 0.5111, -0.0590, -0.2617, 1.0101, 0.6363, 0.4750, -0.3222, -0.2000, -1.0600, -0.6573, -0.4321, -0.7519, -0.1055, 0.2615, 0.9943, 0.4346, 0.4193, 0.5084, -0.4440, 0.4878, -0.7263, -2.3361, -0.6713, 0.0447, 0.3539, 0.3848, 0.5222, -0.4149, 0.3411, 0.4002, -0.1953, -0.3499, -0.5531, 0.6507, -0.7863, 0.2164, -0.6005, 0.4350, 0.3817, -0.9796, -0.0260, -0.6516, 0.4211, 0.4333, 0.2527, 0.3530, 0.4717, 0.2082, 0.4245]}

{"formula": "C4H7ClS", "method": "ωB97M-V/def2-TZVPD", "smiles": "S[C@H]1C[C@H](Cl)C1", "charge": 0, "elements": ["H", "H", "H", "Cl", "H", "C", "H", "S", "C", "C", "H", "C", "H"], "coordinates": [[-0.43871, 1.70414, 1.12223], [0.31171, 1.92355, -0.45738], [0.38918, -1.87532, 0.11258], [2.34375, -0.11701, -0.43387], [-0.44515, -0.11183, -1.32861], [1.11326, 0.19478, 0.73215], [-0.46187, -1.24587, 1.59724], [-2.53569, -0.07724, -0.29023], [-0.73895, -0.03744, -0.27068], [0.00528, -0.95338, 0.64597], [-2.62752, 0.11157, 1.01196], [0.01722, 1.19624, 0.26762], [1.61876, 0.31740, 1.71110]], "forces_ev_per_a": [[-0.1, -0.3, -0.1], [0.2, 0.5, -0.4], [-0.4, 0.8, 0.9], [1.1, 0.0, -1.0], [0.0, -0.5, 0.4], [-1.3, -0.8, 1.8], [0.0, 0.5, -0.3], [0.0, 0.0, -0.4], [-1.1, 1.3, -0.7], [2.1, -1.3, -0.6], [-0.3, 0.1, 0.6], [0.3, -0.6, 0.6], [-0.5, 0.2, -0.6]], "mulliken_charge": [0.2649, 0.3424, 0.2729, -0.2017, 0.2423, 0.0547, 0.2820, -0.2153, -0.0948, -0.6607, 0.0918, -0.7159, 0.3376]}

no.,E (Eh),molecular weight (g mol⁻¹)
1,-287.72173,87.1
2,-3183.83654,347.2
3,-305.16621,84.1
4,-1099.81940,340.5
5,-8606.28975,911.1
6,-1014.95584,122.6